Below is a structure of composition C20H18N9O6Rh, with properties calculated with ωB97M-V/def2-TZVPD.

Each line ends with the Mulliken charge.
CARTESIAN COORDINATES (ANGSTROEM)
H (-2.48599, 1.86994, -3.91489)  0.42
O (-0.70650, 6.53163, -0.70105)  -0.74
C (0.51008, -1.57074, 1.14468)  -0.64
C (-0.61762, 2.75939, 2.27731)  0.29
Rh (0.19762, 2.44269, -0.36230)  0.00
H (1.54038, -9.24343, -0.26874)  0.40
O (-0.83236, 2.11582, -2.26927)  -0.54
H (-4.72566, 1.82219, -1.02248)  0.62
N (1.07477, -4.68043, -0.85837)  -0.01
H (2.73896, 2.40379, -1.43038)  0.36
C (-2.62038, 2.06923, -0.71071)  0.38
H (0.23878, 0.40413, 1.90217)  0.63
H (0.86878, -6.60892, 3.05664)  0.45
N (2.53662, 4.13755, -0.47502)  -0.31
H (2.80404, 6.60420, -0.36956)  0.19
H (2.66912, 2.28299, 0.22452)  0.37
N (0.28969, 4.50186, -0.59241)  0.28
O (-0.65030, 2.91076, 3.45945)  -0.56
H (0.92413, -2.21577, -2.15715)  0.34
C (-3.93540, 1.99476, -0.30552)  -0.74
H (1.23429, -8.88515, 2.13760)  0.40
N (2.28099, 2.75681, -0.59216)  -0.29
C (1.15510, -5.92567, -0.27828)  0.75
C (0.60011, -0.32513, -1.27106)  -0.53
C (-4.20407, 2.16651, 1.05550)  -0.48
O (-1.83245, 4.74551, -1.09184)  -0.56
C (0.36412, -0.21299, 1.02565)  -0.64
N (-1.65911, 2.29030, 0.18253)  0.73
C (-1.87886, 2.47358, 1.47297)  0.59
H (1.49838, -7.36660, -1.87085)  0.39
N (-0.81718, 5.33186, -0.80618)  0.85
C (1.52032, 5.03481, -0.47117)  0.68
C (1.20676, -8.02921, 1.47766)  -0.51
C (1.38325, -8.23567, 0.09114)  -0.42
C (0.97808, -5.70202, 1.09659)  0.63
H (-3.35846, 2.57025, 3.01270)  0.60
C (1.00391, -6.77595, 1.99721)  -0.79
C (0.76317, -1.68971, -1.22679)  -1.03
C (-2.05057, 2.00985, -2.08442)  0.53
N (1.84115, 6.30668, -0.37020)  -0.33
O (0.50787, 2.73766, 1.55022)  -0.43
O (-2.91529, 1.85886, -3.04125)  -0.40
H (-5.22651, 2.11837, 1.40483)  0.48
N (0.39859, 0.41718, -0.16701)  0.48
C (-3.17830, 2.41471, 1.95740)  -0.98
H (1.16374, -4.48661, -1.83981)  0.18
H (1.10270, 6.99628, -0.35473)  0.22
H (0.47644, -2.04593, 2.11474)  0.58
H (0.62185, 0.20338, -2.21470)  0.65
N (0.79728, -4.36225, 1.33608)  -0.55
C (0.86022, -3.78795, 0.16142)  -0.24
H (3.46887, 4.41961, -0.21187)  0.21
C (1.36189, -7.19842, -0.81135)  -1.04
C (0.71301, -2.35460, 0.00248)  1.07

Forces on the atoms, in the same order (eV/Å):
H 0.0 0.0 0.0
O 0.1 0.0 0.0
C 0.0 0.0 0.0
C 0.1 -0.4 0.0
Rh 0.0 0.0 -0.1
H 0.0 0.0 0.0
O 0.1 0.0 0.0
H 0.0 0.0 0.0
N 0.0 0.0 0.0
H 0.0 0.0 0.0
C 0.0 0.0 0.0
H 0.0 0.0 0.0
H 0.0 0.0 0.0
N 0.0 0.0 0.0
H 0.0 0.0 0.0
H 0.0 0.0 0.0
N 0.0 0.0 0.0
O 0.0 0.1 0.0
H 0.0 0.0 0.0
C 0.0 0.0 0.0
H 0.0 0.0 0.0
N 0.0 0.0 0.0
C 0.0 0.0 0.0
C 0.0 0.0 0.0
C 0.0 0.0 0.0
O 0.0 0.0 0.0
C 0.0 0.0 0.0
N 0.0 0.0 0.1
C 0.0 0.1 0.0
H 0.0 0.0 0.0
N 0.0 0.1 -0.1
C 0.0 0.0 0.0
C 0.0 0.0 0.0
C 0.0 0.0 0.0
C 0.0 0.0 0.0
H 0.0 0.0 0.0
C 0.0 0.0 0.0
C 0.0 0.0 0.0
C 0.0 0.1 0.0
N 0.0 0.0 0.0
O 0.0 0.1 0.0
O 0.0 0.0 0.0
H 0.0 0.0 0.0
N 0.0 0.0 0.0
C 0.0 0.0 0.0
H 0.0 0.0 0.0
H 0.0 0.0 0.0
H 0.0 0.0 0.0
H 0.0 0.0 0.0
N 0.0 0.0 0.0
C 0.0 0.0 0.0
H 0.0 0.0 0.0
C 0.0 0.0 0.0
C 0.0 0.0 0.0

Summary:
* HOMO energy: -12.71 eV
* strongest force on any atom: 0.366 eV/A
* orbital gap: 5.95 eV
* total charge: +2